# 1
The following is a quantum chemistry calculation of a 9-piece molecular cluster, C26H62N2O25S5 overall in a non-equilibrium geometry, from OMol25.

- HOMO energy (eV) = -8.0561
- charge = 0

CARTESIAN COORDINATES (ANGSTROEM)
C (2.013, -2.461, -1.728)
N (0.560, -2.379, -1.874)
C (0.094, -2.910, -3.226)
C (0.020, -3.357, -0.805)
C (0.237, -0.950, -1.799)
C (0.382, -0.263, -0.380)
O (-0.051, 1.000, -0.370)
H (2.637, -1.827, -2.463)
H (2.237, -3.629, -1.766)
H (2.254, -2.012, -0.859)
H (-1.095, -2.894, -3.354)
H (0.236, -3.976, -3.319)
H (0.583, -2.658, -4.185)
H (-1.052, -3.463, -0.735)
H (0.359, -3.013, 0.098)
H (0.512, -4.235, -0.921)
H (-0.611, -0.817, -2.161)
H (0.663, -0.495, -2.489)
H (1.410, -0.435, 0.086)
H (-0.092, -0.575, 0.529)
H (0.525, 1.527, -0.961)
N (3.074, 1.150, -2.274)
O (2.428, 1.926, -1.582)
O (3.612, 1.658, -3.325)
O (3.789, 0.215, -1.701)
O (-1.824, -0.672, 4.796)
S (-2.264, -0.823, 3.448)
O (-1.741, -1.918, 2.595)
O (-3.822, -1.080, 3.645)
C (-4.347, -1.526, 4.915)
C (-5.938, -1.757, 4.693)
C (-2.347, 0.706, 2.652)
H (-4.164, -0.776, 5.716)
H (-3.775, -2.449, 5.132)
H (-6.344, -2.357, 5.376)
H (-6.136, -2.000, 3.607)
H (-6.342, -0.809, 4.977)
H (-2.564, 1.577, 3.380)
H (-2.810, 0.468, 1.729)
H (-1.223, 1.023, 2.221)
O (-4.181, 4.695, -2.780)
S (-3.149, 4.217, -1.920)
O (-1.801, 4.516, -2.256)
O (-3.366, 5.081, -0.457)
C (-2.916, 6.476, -0.485)
C (-2.945, 7.081, 0.891)
C (-3.368, 2.528, -1.358)
H (-3.469, 7.100, -1.145)
H (-1.857, 6.466, -0.981)
H (-3.145, 6.197, 1.624)
H (-3.863, 7.724, 0.930)
H (-2.041, 7.620, 1.299)
H (-4.201, 2.413, -0.935)
H (-2.512, 2.146, -0.896)
H (-3.699, 1.711, -2.053)
O (0.863, 6.703, -0.368)
S (1.339, 6.014, 0.778)
O (2.779, 5.911, 1.133)
O (0.768, 6.870, 2.110)
C (0.771, 8.250, 2.045)
C (0.104, 8.824, 3.257)
C (0.515, 4.442, 0.822)
H (0.413, 8.825, 1.170)
H (1.758, 8.685, 1.907)
H (0.495, 8.673, 4.196)
H (-0.928, 8.508, 3.204)
H (-0.022, 9.846, 3.325)
H (0.652, 3.728, 0.088)
H (-0.590, 4.672, 0.986)
H (0.889, 4.069, 1.827)
O (2.979, -8.197, -1.826)
S (2.945, -6.947, -1.097)
O (2.084, -5.853, -1.624)
O (2.276, -7.356, 0.433)
C (1.754, -6.301, 1.070)
C (1.539, -6.783, 2.556)
C (4.565, -6.372, -0.741)
H (0.677, -6.188, 0.766)
H (2.107, -5.281, 1.027)
H (2.522, -7.052, 2.833)
H (0.915, -7.653, 2.585)
H (1.195, -6.111, 3.249)
H (4.532, -5.347, -0.170)
H (5.193, -6.260, -1.670)
H (4.960, -7.167, 0.085)
O (-0.935, -0.195, -4.570)
S (-1.896, 0.036, -5.672)
O (-1.568, 0.540, -6.937)
O (-2.655, -1.338, -6.132)
C (-2.063, -2.237, -7.001)
C (-2.678, -3.644, -6.799)
C (-3.124, 0.894, -4.989)
H (-0.884, -2.075, -6.809)
H (-2.173, -1.872, -8.177)
H (-3.246, -3.694, -5.828)
H (-2.046, -4.443, -6.888)
H (-3.335, -3.968, -7.794)
H (-4.141, 0.729, -5.559)
H (-2.962, 1.909, -4.972)
H (-3.489, 0.548, -4.097)
C (3.980, -2.726, 1.931)
C (4.196, -2.437, 3.452)
O (3.039, -2.886, 3.890)
C (2.117, -3.209, 3.095)
O (0.989, -3.485, 3.324)
O (2.681, -3.132, 1.811)
H (4.586, -3.373, 1.279)
H (4.118, -1.848, 1.074)
H (4.275, -1.344, 3.631)
H (5.139, -3.025, 3.774)
C (3.269, 2.158, 2.580)
C (3.556, 0.960, 1.732)
O (2.635, 0.015, 2.108)
C (1.748, 0.587, 2.892)
O (0.847, 0.035, 3.504)
O (2.022, 1.828, 3.200)
H (3.119, 3.004, 2.006)
H (4.148, 2.054, 3.522)
H (4.486, 0.506, 1.960)
H (3.625, 1.269, 0.704)

=====

# 2
The following is a quantum chemistry calculation of C22H45GdN2P3SSe as an isolated structure in a non-equilibrium geometry, from OMol25.

- HOMO energy (spin up / spin down) (eV) = -15.9778 / -15.5102
- multiplicity = 8
- charge = +3
- <S²> = 16.119

CARTESIAN COORDINATES (ANGSTROEM)
Gd (-0.627, 0.487, -0.090)
P (-1.526, -2.323, 0.072)
P (1.874, -1.439, 0.442)
P (0.880, -0.716, -3.652)
H (-2.824, 5.364, -2.390)
C (-2.717, 4.502, -3.064)
C (-3.286, 3.315, -2.809)
H (-3.996, 3.187, -1.979)
C (-2.486, -2.487, 1.638)
C (-0.673, -3.965, 0.151)
C (-2.828, -2.760, -1.147)
C (3.345, -0.339, 0.513)
C (1.824, -1.935, 2.218)
C (2.754, -2.971, -0.136)
C (0.242, -0.238, -5.244)
C (0.563, -2.386, -3.079)
C (2.543, -0.154, -3.342)
H (-2.253, 4.686, -4.043)
H (-3.275, 2.538, -3.603)
H (-2.872, -1.510, 1.958)
H (-1.846, -2.898, 2.432)
H (-3.326, -3.173, 1.456)
H (0.018, -4.019, 1.006)
H (-0.121, -4.162, -0.781)
H (-1.447, -4.741, 0.270)
H (-3.333, -1.850, -1.500)
H (-3.553, -3.419, -0.650)
H (-2.389, -3.289, -2.003)
H (4.248, -0.914, 0.760)
H (3.198, 0.449, 1.261)
H (3.475, 0.133, -0.469)
H (2.669, -2.599, 2.457)
H (0.894, -2.468, 2.447)
H (1.865, -1.054, 2.866)
H (3.608, -3.161, 0.531)
H (3.137, -2.845, -1.155)
H (2.091, -3.844, -0.110)
H (0.942, -0.496, -6.041)
H (0.060, 0.843, -5.281)
H (-0.700, -0.743, -5.474)
H (0.718, -3.120, -3.906)
H (-0.492, -2.450, -2.719)
H (1.234, -2.631, -2.219)
H (3.103, -0.089, -4.287)
H (3.080, -0.839, -2.676)
H (2.519, 0.837, -2.865)
C (-0.912, 2.579, -1.544)
C (0.263, 3.124, -2.136)
C (0.637, 4.420, -1.816)
C (0.001, 5.100, -0.753)
C (-0.984, 4.453, 0.013)
C (-1.477, 3.196, -0.378)
S (-1.712, 1.276, -2.414)
H (0.053, 0.089, -2.829)
H (0.764, 2.546, -2.925)
H (1.459, 4.901, -2.357)
H (0.248, 6.153, -0.556)
H (-1.405, 4.931, 0.910)
H (-2.403, 2.796, 0.061)
C (1.928, 1.837, 3.582)
N (0.998, 0.912, 4.188)
C (1.290, 0.167, 5.315)
C (0.185, -0.542, 5.629)
N (-0.787, -0.220, 4.700)
C (-2.140, -0.740, 4.710)
C (-0.296, 0.670, 3.786)
Se (-1.289, 1.410, 2.385)
H (2.849, 1.327, 3.279)
H (2.214, 2.624, 4.289)
H (1.468, 2.307, 2.711)
H (2.233, 0.221, 5.808)
H (-0.023, -1.236, 6.415)
H (-2.455, -0.881, 5.749)
H (-2.806, -0.025, 4.212)
H (-2.213, -1.707, 4.199)

=====

# 3
The following is a quantum chemistry calculation of a single C10H11Br2N3 molecule in a non-equilibrium geometry, from OMol25.

- HOMO energy (eV) = -8.9250
- charge = 0
- structure (SMILES) = CC1=C[C@](Br)(n2cncn2)[C@H](C)C=C1Br

CARTESIAN COORDINATES (ANGSTROEM)
C (-2.039, -1.674, 2.142)
C (-1.220, -1.138, 1.019)
C (0.117, -1.042, 1.091)
C (0.923, -0.583, -0.045)
Br (2.703, -1.364, -0.026)
N (1.250, 1.091, 0.191)
C (2.105, 1.656, 1.057)
N (1.809, 2.926, 1.200)
C (0.717, 3.086, 0.419)
N (0.336, 1.990, -0.192)
C (0.283, -0.733, -1.414)
C (0.918, 0.140, -2.498)
C (-1.199, -0.519, -1.342)
C (-1.876, -0.743, -0.217)
Br (-3.775, -0.571, -0.212)
H (-2.725, -0.916, 2.514)
H (-1.410, -2.011, 2.960)
H (-2.639, -2.513, 1.783)
H (0.642, -1.287, 2.003)
H (2.924, 1.150, 1.528)
H (0.209, 4.024, 0.303)
H (0.434, -1.788, -1.705)
H (0.492, -0.115, -3.465)
H (1.994, -0.019, -2.541)
H (0.721, 1.189, -2.297)
H (-1.695, -0.237, -2.255)

=====

# 4
The following is a quantum chemistry calculation of a 3-piece molecular cluster, C2H10NO2 overall in a non-equilibrium geometry, from OMol25.

- HOMO energy (eV) = -14.1129
- charge = +1

CARTESIAN COORDINATES (ANGSTROEM)
C (1.355, 0.480, 0.062)
C (1.164, 1.686, -0.670)
N (0.323, -0.470, 0.367)
H (2.400, 0.105, 0.249)
H (2.102, 2.142, -0.934)
H (0.198, 1.972, -0.924)
H (0.766, -1.272, 0.752)
H (-0.501, -0.216, 1.029)
H (-0.075, -0.711, -0.654)
H (-1.042, 0.474, 3.042)
H (-0.842, -1.024, 3.307)
O (-1.076, -0.385, 2.469)
H (-2.010, -0.565, -2.719)
H (-0.937, -1.654, -2.724)
O (-1.102, -0.735, -2.387)

=====

# 5
The following is a quantum chemistry calculation of C20H31O5SSr as an isolated structure in a non-equilibrium geometry, from OMol25.

- HOMO energy (eV) = -2.3775
- charge = -1

CARTESIAN COORDINATES (ANGSTROEM)
O (1.444, 0.297, -2.208)
C (1.406, 1.330, -3.479)
C (1.215, 0.259, -4.499)
H (2.278, 1.977, -3.627)
H (0.523, 1.973, -3.493)
C (1.222, -0.715, -3.344)
H (2.105, 0.059, -5.105)
H (0.263, 0.156, -5.056)
C (2.355, -1.714, -3.714)
H (3.352, -1.265, -3.566)
H (2.236, -1.938, -4.809)
H (2.260, -2.673, -3.169)
C (-0.121, -1.443, -3.212)
H (-0.928, -0.840, -2.755)
H (-0.016, -2.359, -2.616)
H (-0.481, -1.772, -4.195)
Sr (1.785, -0.423, 0.222)
C (-2.238, -1.043, 3.258)
C (-2.165, 0.371, 3.385)
C (-2.635, 0.941, 2.176)
H (-1.879, 0.923, 4.277)
C (-3.114, -0.122, 1.339)
C (-2.793, -1.347, 1.982)
H (-2.907, -2.338, 1.552)
H (-1.936, -1.761, 4.016)
H (-2.578, 1.987, 1.922)
H (-3.692, -0.054, 0.417)
C (1.217, -2.392, 3.192)
C (0.413, -3.077, 2.231)
C (1.296, -3.570, 1.220)
H (-0.654, -3.359, 2.362)
C (2.634, -3.206, 1.573)
C (2.601, -2.489, 2.783)
H (3.458, -2.358, 3.411)
H (0.813, -1.963, 4.108)
H (1.029, -4.253, 0.409)
H (3.529, -3.561, 1.067)
O (-0.758, 2.406, -0.324)
C (-1.535, 1.321, -0.729)
C (-2.911, 1.965, -1.140)
H (-1.392, 0.522, -0.093)
H (-1.064, 0.889, -1.671)
C (-2.219, 2.878, -2.232)
H (-3.317, 2.509, -0.293)
H (-3.695, 1.367, -1.606)
C (-0.970, 3.379, -1.408)
H (-2.793, 3.751, -2.557)
H (-1.912, 2.218, -3.046)
H (-1.030, 4.335, -0.874)
H (0.033, 3.519, -1.905)
C (1.085, 1.232, 4.524)
S (1.963, 1.485, 2.972)
O (2.500, 2.818, 3.054)
O (2.886, 0.327, 2.875)
O (0.994, 1.333, 1.829)
H (1.850, 0.780, 5.164)
H (0.243, 0.547, 4.450)
H (0.747, 2.183, 4.956)

=====

# 6
The following is a quantum chemistry calculation of a 2-piece molecular cluster, CH3ClFOP overall in a non-equilibrium geometry, from OMol25.

- HOMO energy (spin up / spin down) (eV) = -9.0399 / -9.0458
- charge = 0

CARTESIAN COORDINATES (ANGSTROEM)
C (-0.069, -0.022, 0.218)
O (-0.629, -1.091, 1.092)
F (-2.841, 1.182, 0.940)
P (-2.028, -1.816, 1.178)
Cl (-2.100, -2.265, 3.083)
H (-0.224, -0.518, -0.770)
H (0.893, -0.097, 0.496)
H (-0.812, 0.823, 0.365)

=====

What is the formula in the second record? C22H45GdN2P3SSe